(1)
6 unconnected molecules or ions with the total composition C5H22O6, computed with the ωB97M-V functional and the def2-TZVPD basis.

## Properties
E_HOMO in eV: -9.970
LUMO level in eV: 0.086

The geometry in ORCA input format:
```
! wB97M-V def2-TZVPD RIJCOSX def2/J DEFGRID3
* xyz 0 1
C 7.2103 -8.8317 -19.3478
O 6.3686 -9.9352 -18.9566
H 7.1451 -8.7721 -20.4342
H 6.8370 -7.8417 -19.0860
H 8.2221 -8.9364 -18.9561
H 5.4646 -9.6866 -19.1630
C 5.3470 -6.0927 -24.2590
O 4.2345 -6.2950 -25.1080
H 5.2017 -6.5654 -23.2876
H 6.2370 -6.5384 -24.7032
H 5.4987 -5.0184 -24.1543
H 4.4791 -6.1667 -26.0274
C 8.2034 -5.9846 -24.3921
O 8.1634 -4.8878 -23.4355
H 9.1970 -6.1758 -24.7975
H 7.8733 -6.8944 -23.8905
H 7.5383 -5.7708 -25.2288
H 8.5286 -4.1074 -23.8589
C 6.8856 -6.5620 -21.3191
O 6.8721 -5.1843 -21.7304
H 6.5150 -6.7917 -20.3202
H 6.2379 -7.1571 -21.9628
H 7.8891 -6.9797 -21.4013
H 7.0597 -5.1457 -22.6712
C 3.8712 -6.1565 -21.2962
O 3.8177 -7.2110 -20.3936
H 4.2617 -5.2543 -20.8254
H 4.4809 -6.4062 -22.1645
H 2.9071 -5.8890 -21.7287
H 3.1970 -7.8306 -20.7842
O 9.0584 -3.9302 -21.5396
H 8.3265 -4.4307 -21.9001
H 9.2543 -3.2752 -22.2096
*
```

Results of the Mulliken charge analysis, in e, for atoms 1 through 4: atom 1 (C): -0.411, atom 2 (O): -0.542, atom 3 (H): 0.151, atom 4 (H): 0.251

=====

(2)
2 unconnected molecules or ions with the total composition CH7ClOSi2, computed with the ωB97M-V functional and the def2-TZVPD basis.

## Properties
E_HOMO (spin up / spin down) in eV: -5.897 / -10.940
<S²>: 2.002
LUMO level (spin up / spin down) in eV: 0.785 / -2.237

The geometry in ORCA input format:
```
! wB97M-V def2-TZVPD RIJCOSX def2/J DEFGRID3
* xyz 0 3
C -2.6078 0.4302 1.2670
O -1.5232 -0.8966 -0.7429
Si 3.1426 0.1650 -1.1179
Si -1.1727 0.5266 -0.0217
Cl 3.5282 -0.4665 0.7747
H -2.9324 1.3595 1.7746
H -3.4059 -0.2408 0.8271
H -2.1771 -0.1927 2.1185
H -2.1159 -1.5771 -0.4022
H 3.0646 -1.0830 -1.9951
H 4.4704 1.0618 -1.3092
H 1.7292 0.9135 -1.1730
*
```

Results of the Mulliken charge analysis, in e, for atoms 1 through 4: atom 1 (C): -0.810, atom 2 (O): -0.412, atom 3 (Si): 0.464, atom 4 (Si): 0.080

=====

(3)
4 unconnected molecules or ions with the total composition C3H13NO2, computed with the ωB97M-V functional and the def2-TZVPD basis.

## Properties
E_HOMO in eV: -8.722
LUMO level in eV: -2.547

The geometry in ORCA input format:
```
! wB97M-V def2-TZVPD RIJCOSX def2/J DEFGRID3
* xyz 0 1
C 0.1665 -0.6784 2.1772
C -0.2036 -0.2560 0.8501
C -0.7344 -1.3475 0.0570
N -1.0707 0.9264 0.8418
H -0.1636 0.1716 2.8920
H -0.4300 -1.6330 2.5174
H 1.2951 -0.6850 2.2892
H 0.7082 0.2868 0.2437
H -1.7685 -1.4625 0.1949
H -0.5072 -1.4732 -1.0140
H -0.3218 -2.2856 0.4674
H -1.9313 0.6932 0.2977
H -0.5922 1.6383 0.3690
H 1.3796 0.9828 0.2094
H 1.7571 -0.6409 -2.4906
O 1.2214 -0.5702 -1.6429
H 0.7556 0.4995 -1.5662
H 0.1949 1.9790 -2.5728
O 0.2471 1.7120 -1.6365
*
```

Results of the Mulliken charge analysis, in e, for atoms 1 through 4: atom 1 (C): -1.318, atom 2 (C): 1.801, atom 3 (C): -1.602, atom 4 (N): -0.561

=====

(4)
3 unconnected molecules or ions with the total composition C5H17NO2, computed with the ωB97M-V functional and the def2-TZVPD basis.

## Properties
E_HOMO in eV: -9.393
LUMO level in eV: 0.777

The geometry in ORCA input format:
```
! wB97M-V def2-TZVPD RIJCOSX def2/J DEFGRID3
* xyz 0 1
C 0.5941 2.4458 0.1052
C 0.7074 0.9676 0.4785
C 0.2919 -0.0317 -0.5864
C -0.7767 -1.0520 -0.1147
C -1.3194 -1.7601 -1.3549
N -0.0229 -1.8488 0.8646
H 1.1959 3.0360 0.8000
H -0.4161 2.8399 0.2150
H 0.9520 2.6648 -0.8989
H 1.6792 0.7283 0.9297
H 0.1117 0.8236 1.3929
H -0.0690 0.4649 -1.4777
H 1.1333 -0.6624 -0.8768
H -1.5339 -0.5721 0.4964
H -0.9928 -1.3165 -2.2971
H -2.3974 -1.5879 -1.4666
H -1.2406 -2.8304 -1.2710
H -0.6081 -2.2778 1.5822
H 0.4912 -2.6656 0.5482
O -2.4353 -0.5425 2.9177
H -1.7382 0.0954 3.0669
H -2.5054 -0.8818 2.0314
O 3.0588 1.0591 -2.0475
H 3.2516 0.9949 -1.0943
H 2.5889 1.9093 -1.9429
*
```

Results of the Mulliken charge analysis, in e, for atoms 1 through 4: atom 1 (C): -1.287, atom 2 (C): -0.289, atom 3 (C): -0.857, atom 4 (C): 0.620

=====

Calculated energy relative to the best compared isomer or geometry (same formula, charge and spin), 142.7; 6.8; 165.4; 28.1 kcal/mol (same order as the records).
Calculated largest force on an atom, 5.9; 2.1; 4.4; 2.0 eV Å⁻¹ (same order as the records).